1.
{
  "formula": "C37H62BI2NO13S4",
  "method": "ωB97M-V with the def2-TZVPD basis set",
  "gap_ev": 7.5,
  "e_homo_ev": -7.89,
  "symbols": ["C", "O", "C", "C", "C", "C", "C", "C", "C", "C", "C", "B", "O", "O", "C", "C", "C", "C", "C", "S", "C", "S", "N", "C", "C", "O", "C", "C", "C", "S", "O", "O", "O", "C", "S", "C", "I", "C", "C", "I", "H", "H", "H", "H", "H", "H", "H", "H", "H", "H", "H", "H", "H", "H", "H", "H", "H", "H", "H", "H", "H", "H", "H", "H", "H", "H", "H", "H", "H", "H", "H", "H", "H", "H", "H", "H", "H", "H", "H", "H", "H", "H", "H", "H", "O", "C", "O", "C", "C", "C", "H", "H", "H", "H", "H", "H", "O", "C", "O", "C", "C", "C", "H", "H", "H", "H", "H", "H", "O", "C", "O", "C", "C", "C", "H", "H", "H", "H", "H", "H"],
  "positions_angstrom": [[-2.321, 2.286, -5.207], [-3.363, 1.474, -4.706], [-3.317, 0.133, -5.167], [-3.165, -0.821, -3.961], [-2.088, -1.876, -4.255], [-0.670, -1.245, -4.125], [-0.056, -1.735, -2.827], [1.323, -1.135, -2.498], [1.362, 0.403, -2.417], [1.840, 1.088, -1.131], [0.968, 1.014, 0.185], [-0.517, 0.682, -0.307], [-1.268, -0.380, 0.054], [-1.131, 1.583, -1.183], [-2.346, 2.170, -0.700], [0.838, 2.523, 0.630], [-0.213, 2.907, 1.698], [0.271, 3.206, 3.152], [-0.993, 3.296, 4.043], [-0.511, 3.227, 5.827], [-0.219, 1.511, 6.240], [1.285, 0.922, 6.030], [-1.252, 0.729, 6.790], [-1.983, -0.061, 5.788], [-1.544, -1.513, 5.677], [-1.593, -2.148, 6.951], [-0.578, -1.518, 7.725], [-0.875, -0.051, 7.975], [2.194, 3.183, 0.966], [3.280, 2.088, 1.868], [4.551, 2.162, 1.224], [3.419, 2.627, 3.179], [2.686, 0.615, 2.047], [1.559, 0.116, 1.271], [0.262, -0.045, 2.630], [1.794, -1.395, 0.878], [0.190, -2.828, 1.105], [2.881, -2.016, 0.448], [2.926, -3.475, 0.104], [4.787, -1.152, 0.174], [-1.375, 1.756, -5.331], [-2.145, 3.095, -4.500], [-2.588, 2.734, -6.163], [-4.219, -0.147, -5.713], [-2.475, -0.038, -5.832], [-4.097, -1.337, -3.733], [-2.878, -0.259, -3.075], [-2.178, -2.634, -3.477], [-2.223, -2.397, -5.200], [-0.110, -1.539, -5.014], [-0.778, -0.165, -4.162], [0.105, -2.809, -2.912], [-0.775, -1.594, -2.026], [1.661, -1.652, -1.606], [1.966, -1.481, -3.304], [2.129, 0.677, -3.144], [0.481, 0.847, -2.866], [2.019, 2.116, -1.420], [2.829, 0.701, -0.894], [-1.967, -0.578, -0.586], [-3.110, 2.020, -1.457], [-2.193, 3.243, -0.600], [-2.670, 1.797, 0.267], [0.539, 3.036, -0.275], [-0.637, 3.865, 1.391], [-1.064, 2.242, 1.826], [0.876, 2.419, 3.576], [0.732, 4.188, 3.187], [-1.551, 4.206, 3.868], [-1.581, 2.401, 3.869], [-3.045, -0.051, 6.024], [-1.818, 0.397, 4.816], [-0.537, -1.649, 5.282], [-2.261, -2.029, 5.045], [0.385, -1.674, 7.236], [-0.538, -2.053, 8.670], [-0.028, 0.367, 8.502], [-1.725, -0.004, 8.656], [2.087, 4.136, 1.458], [2.714, 3.401, 0.042], [0.996, -0.727, 3.525], [2.693, -4.062, 0.984], [2.211, -3.691, -0.684], [3.907, -3.754, -0.263], [-2.865, 1.293, -8.570], [-3.251, 2.383, -8.867], [-2.939, 3.498, -8.154], [-3.638, 4.636, -8.692], [-3.975, 4.256, -10.126], [-4.167, 2.746, -10.019], [-4.530, 4.811, -8.087], [-2.996, 5.511, -8.634], [-4.840, 4.787, -10.518], [-3.126, 4.473, -10.776], [-5.190, 2.480, -9.751], [-3.869, 2.227, -10.926], [-2.933, -4.445, -0.530], [-2.768, -5.443, 0.106], [-1.541, -5.885, 0.484], [-1.658, -7.161, 1.140], [-3.095, -7.225, 1.635], [-3.834, -6.415, 0.573], [-1.432, -7.944, 0.414], [-0.935, -7.214, 1.951], [-3.462, -8.242, 1.755], [-3.176, -6.723, 2.601], [-4.140, -7.032, -0.273], [-4.689, -5.884, 0.981], [8.683, -1.087, 6.161], [8.161, -0.403, 5.328], [6.862, -0.528, 4.975], [6.560, 0.359, 3.874], [7.624, 1.440, 3.933], [8.823, 0.676, 4.491], [6.600, -0.214, 2.946], [5.564, 0.760, 3.996], [7.805, 1.913, 2.970], [7.322, 2.217, 4.637], [9.407, 0.199, 3.702], [9.462, 1.304, 5.106]]
}

2.
{
  "formula": "C33H54N2O16P",
  "method": "ωB97M-V with the def2-TZVPD basis set",
  "gap_ev": [8.2, 9.4],
  "spin_multiplicity": 2,
  "e_homo_ev": [-7.83, -9.04],
  "symbols": ["C", "C", "O", "N", "C", "C", "O", "C", "P", "O", "O", "O", "C", "C", "C", "C", "N", "O", "C", "C", "C", "C", "H", "H", "H", "H", "H", "H", "H", "H", "H", "H", "H", "H", "H", "H", "H", "H", "H", "H", "H", "H", "H", "H", "H", "H", "O", "C", "O", "C", "C", "C", "H", "H", "H", "H", "H", "H", "O", "C", "O", "C", "C", "C", "H", "H", "H", "H", "H", "H", "O", "C", "O", "C", "C", "C", "H", "H", "H", "H", "H", "H", "O", "C", "O", "C", "C", "C", "H", "H", "H", "H", "H", "H", "O", "C", "O", "C", "C", "C", "H", "H", "H", "H", "H", "H"],
  "positions_angstrom": [[-2.858, -1.562, 1.076], [-1.782, -0.951, 0.213], [-1.859, -1.089, -1.003], [-0.641, -0.216, 0.748], [-1.092, 0.934, 1.502], [-0.635, 2.263, 0.963], [-1.827, 0.878, 2.465], [0.377, -1.073, 1.445], [0.960, -2.372, 0.248], [2.161, -3.058, 0.721], [1.203, -1.621, -1.124], [-0.200, -3.452, -0.028], [1.633, -0.187, 1.657], [2.056, 0.031, 3.119], [1.212, 1.045, 3.868], [3.483, 0.599, 3.087], [2.138, -1.285, 3.777], [3.122, -1.998, 3.387], [0.844, -1.983, 3.922], [1.153, -3.481, 4.080], [0.104, -1.576, 5.205], [-0.130, -1.814, 2.716], [-3.121, -0.995, 1.954], [-3.743, -1.623, 0.453], [-2.629, -2.576, 1.398], [0.231, 2.566, 1.546], [-1.401, 3.005, 1.148], [-0.330, 2.210, -0.075], [0.765, -0.753, -1.150], [-1.003, -3.318, 0.480], [1.514, 0.782, 1.194], [2.483, -0.644, 1.166], [1.596, 1.213, 4.869], [1.300, 1.991, 3.343], [0.159, 0.801, 3.941], [3.454, 1.648, 2.798], [4.103, 0.083, 2.369], [3.900, 0.548, 4.088], [1.476, -3.925, 3.147], [1.845, -3.654, 4.894], [0.216, -3.962, 4.355], [-0.407, -0.625, 5.121], [-0.670, -2.319, 5.365], [0.760, -1.609, 6.069], [-0.405, -2.824, 2.427], [-1.049, -1.373, 3.083], [-4.889, -1.857, 3.124], [-5.800, -2.626, 3.019], [-6.309, -3.305, 4.070], [-7.318, -4.229, 3.621], [-7.792, -3.684, 2.280], [-6.524, -3.023, 1.745], [-6.862, -5.217, 3.530], [-8.110, -4.275, 4.364], [-8.205, -4.449, 1.626], [-8.561, -2.927, 2.439], [-5.898, -3.724, 1.192], [-6.730, -2.151, 1.131], [2.638, 1.733, -0.544], [2.269, 1.749, -1.686], [1.195, 1.039, -2.101], [1.045, 1.163, -3.535], [1.772, 2.451, -3.890], [2.886, 2.485, -2.849], [1.494, 0.288, -4.006], [-0.014, 1.191, -3.778], [2.129, 2.473, -4.916], [1.110, 3.307, -3.743], [3.765, 1.939, -3.187], [3.148, 3.498, -2.566], [4.181, 0.499, -5.275], [5.367, 0.642, -5.206], [6.240, -0.113, -5.905], [7.591, 0.216, -5.531], [7.512, 1.621, -4.949], [6.117, 1.625, -4.327], [7.933, -0.519, -4.799], [8.224, 0.156, -6.412], [8.314, 1.841, -4.248], [7.558, 2.356, -5.753], [6.121, 1.245, -3.304], [5.646, 2.604, -4.363], [-7.090, -3.289, -1.988], [-6.169, -2.737, -2.515], [-5.637, -1.591, -2.034], [-4.609, -1.106, -2.922], [-4.156, -2.326, -3.707], [-5.443, -3.149, -3.782], [-5.042, -0.333, -3.562], [-3.810, -0.671, -2.330], [-3.724, -2.077, -4.674], [-3.404, -2.872, -3.134], [-6.059, -2.876, -4.640], [-5.258, -4.219, -3.785], [2.585, 5.682, -2.651], [2.100, 5.807, -1.564], [0.770, 5.947, -1.371], [0.491, 6.171, 0.024], [1.697, 5.609, 0.765], [2.825, 5.860, -0.234], [0.367, 7.244, 0.182], [-0.438, 5.668, 0.282], [1.853, 6.068, 1.740], [1.574, 4.535, 0.913], [3.267, 6.851, -0.120], [3.600, 5.100, -0.189]]
}

3.
{
  "formula": "C21H31Cl2N3O2",
  "method": "ωB97M-V with the def2-TZVPD basis set",
  "gap_ev": 9.1,
  "e_homo_ev": -8.47,
  "symbols": ["C", "C", "Cl", "C", "Cl", "C", "C", "N", "C", "O", "C", "O", "C", "C", "C", "C", "C", "C", "H", "H", "H", "H", "H", "H", "H", "H", "H", "H", "H", "H", "H", "H", "H", "H", "H", "H", "H", "H", "H", "C", "C", "C", "N", "C", "H", "H", "H", "H", "H", "C", "C", "C", "N", "C", "H", "H", "H", "H", "H"],
  "positions_angstrom": [[7.114, -1.146, -0.789], [6.210, -2.047, -1.585], [6.803, -2.400, -3.171], [5.036, -2.531, -1.172], [4.075, -3.549, -2.181], [4.450, -2.226, 0.166], [4.086, -3.392, 1.107], [3.373, -2.686, 2.210], [3.005, -1.384, 1.741], [2.656, -0.482, 2.449], [3.155, -1.409, 0.215], [2.092, -2.171, -0.297], [0.825, -1.525, -0.168], [-0.116, -2.006, -1.274], [-0.048, -3.523, -1.450], [-1.557, -1.475, -1.054], [-1.547, 0.005, -0.645], [-2.354, -2.269, -0.014], [7.123, -1.409, 0.270], [6.793, -0.104, -0.871], [8.133, -1.217, -1.161], [5.133, -1.632, 0.785], [5.007, -3.812, 1.516], [3.464, -4.161, 0.657], [2.505, -3.140, 2.478], [3.243, -0.441, -0.285], [0.398, -1.757, 0.817], [0.976, -0.444, -0.235], [0.230, -1.552, -2.211], [-0.622, -4.062, -0.696], [0.982, -3.877, -1.405], [-0.441, -3.810, -2.430], [-2.066, -1.541, -2.021], [-2.548, 0.432, -0.723], [-1.258, 0.085, 0.409], [-0.825, 0.594, -1.213], [-3.288, -1.748, 0.206], [-2.595, -3.279, -0.345], [-1.793, -2.328, 0.924], [-1.257, 2.065, 2.795], [-2.574, 2.086, 3.332], [-3.258, 3.090, 2.703], [-2.403, 3.674, 1.803], [-1.183, 3.055, 1.855], [-0.456, 1.396, 3.066], [-2.972, 1.438, 4.094], [-4.272, 3.437, 2.816], [-2.619, 4.456, 1.213], [-0.373, 3.369, 1.219], [-6.023, 5.751, -1.577], [-5.992, 4.586, -2.392], [-5.213, 3.660, -1.752], [-4.773, 4.219, -0.584], [-5.262, 5.493, -0.469], [-6.545, 6.670, -1.781], [-6.486, 4.446, -3.339], [-4.936, 2.656, -2.026], [-4.179, 3.765, 0.085], [-5.033, 6.103, 0.388]]
}